Here is a structure of composition C18H37CeNO2P2 in a non-equilibrium geometry from the OMol25 dataset. Energies are from wB97M-V/def2-TZVPD.

The total charge is 0. As for the largest force on an atom: 3.751 eV/A. Its total energy is -2070.99094 Ha.

XYZ file:
```
61
Properties=species:S:1:pos:R:3:lowdin_charge:R:1
Ce 0.1210 0.2179 0.1325 0.729
P -0.9430 2.9113 -0.6680 0.759
P 0.5069 -2.5242 -0.2901 0.780
N 0.5610 0.3342 -2.0835 -0.211
H 1.5772 1.2646 0.6876 -0.124
C 0.1174 4.2295 0.0483 -0.273
H -0.3145 5.2246 -0.1340 0.044
H 1.1143 4.1604 -0.4215 0.053
H 0.2233 4.0585 1.1339 0.028
C -2.6166 3.2576 -0.0065 -0.274
H -2.8746 4.3216 -0.1044 0.047
H -2.6612 2.9535 1.0509 0.017
H -3.3348 2.6426 -0.5714 0.053
C -1.0975 3.3613 -2.4417 -0.261
H -1.4753 4.3894 -2.5686 0.047
H -1.7866 2.6431 -2.9141 0.049
H -0.1059 3.2583 -2.9103 0.046
C 2.2028 -2.8778 0.3737 -0.236
H 2.4470 -3.9437 0.4162 0.048
H 2.3391 -2.4322 1.3699 0.018
H 2.9336 -2.3863 -0.2870 0.060
C -0.9092 -3.3874 0.5219 -0.249
H -0.7171 -4.4604 0.7017 0.052
H -1.7895 -3.2862 -0.1417 0.053
H -1.1505 -2.8869 1.4698 0.018
C 0.6121 -3.1670 -1.9873 -0.271
H 0.8572 -4.2387 -1.9823 0.045
H 1.3938 -2.5941 -2.5104 0.048
H -0.3415 -2.9775 -2.4999 0.046
C 0.9133 0.4110 -3.4137 -0.417
C 2.5902 0.9609 -5.1753 -0.136
C 2.2140 0.9227 -3.8459 -0.070
C 0.0421 -0.0071 -4.5138 -0.076
C 0.4461 0.0414 -5.8386 -0.137
C 1.7243 0.5210 -6.2003 -0.132
H 3.5839 1.3402 -5.4569 0.095
H 2.8960 1.2660 -3.0755 0.087
H -0.9476 -0.3742 -4.2632 0.082
H -0.2302 -0.2958 -6.6354 0.093
H 2.0341 0.5555 -7.2366 0.078
C -1.8264 0.7323 2.5354 -0.413
O -1.9642 0.4387 1.2998 -0.154
C -0.7357 1.6706 2.9321 -0.021
H -0.5303 1.5303 4.0010 0.090
H -0.9778 2.7435 2.7218 0.108
H 0.2147 1.4421 2.3738 0.037
C -2.7717 0.1536 3.5274 0.006
H -2.2328 -0.1993 4.4166 0.072
H -3.2970 -0.7166 3.0734 0.115
H -3.5030 0.8977 3.8970 0.113
C 0.3459 -1.0532 4.5196 -0.055
C 1.0156 -1.7143 3.3139 -0.505
C 0.7484 -3.2016 3.3632 -0.089
O 0.7140 -1.0089 2.0779 -0.468
H -0.7085 -0.8356 4.3313 0.027
H 0.8454 -0.0890 4.7502 0.090
H 0.3264 -1.7375 5.3762 0.084
H 2.1023 -1.6860 3.4932 0.129
H -0.3250 -3.3492 3.4411 0.072
H 1.2087 -3.8090 2.5527 0.069
H 1.1959 -3.6159 4.2742 0.084
```